Record 1
# C36H37Ge2N4O6W

A molecular structure, C36H37Ge2N4O6W (the ωB97M-V functional and the def2-TZVPD basis, the OMol25 dataset).

Calculated values
Maximum force   0.4 eV/A
Relative energy (zero: lowest compared OMol25 entry of this formula, charge and spin)   0.0 kJ/mol
Spin multiplicity   2
Kohn-Sham gap (spin up / spin down)   6.69 / 6.67 eV
E_HOMO (spin up / spin down)   -0.4905 / -0.4848 hartree
Net charge   +2
⟨S²⟩   0.7592

Element x y z (Å)
W 0.4209 0.1696 0.4739
O 3.3672 -2.3911 -0.5414
C 2.4520 -1.8527 -0.0084
O 2.0128 -0.6158 -0.3076
C 1.6410 -2.4633 1.0983
C 1.8550 -3.7752 1.5100
C 1.1149 -4.2424 2.5615
C 0.2412 -3.3732 3.2478
C -0.4577 -3.7822 4.4108
C -1.2158 -2.8918 5.1102
C -1.2951 -1.5477 4.6841
C -0.6601 -1.1280 3.5488
C 0.1013 -2.0422 2.7911
N 0.7597 -1.6404 1.6532
H 2.5847 -4.3714 0.9814
H 1.2179 -5.2653 2.9022
H -0.3566 -4.8075 4.7424
H -1.7371 -3.2012 6.0052
H -1.8570 -0.8384 5.2777
H -0.6950 -0.0866 3.2554
O 2.1334 0.8405 2.7104
C 3.4057 1.1969 2.3203
C 4.4773 0.9284 3.1580
C 5.7640 1.2712 2.7805
C 5.9993 1.8850 1.5564
C 4.9345 2.1525 0.7240
C 3.6226 1.8200 1.0855
C 2.5913 2.1630 0.0936
O 2.7546 2.7133 -0.9454
O 1.2633 1.8170 0.4357
H 2.1853 0.4610 3.5967
H 4.3005 0.4500 4.1153
H 6.5869 1.0550 3.4485
H 7.0034 2.1516 1.2600
H 5.0874 2.6304 -0.2338
C 2.8119 0.4055 -3.5344
Ge 0.9413 0.9213 -3.7553
C 0.1495 0.1319 -5.3570
C 0.6714 2.8520 -3.7280
Ge -0.4733 -0.0283 -1.9800
C -2.2987 0.6876 -2.0016
C -3.4297 -0.0863 -2.2674
C -4.6887 0.4989 -2.3445
C -4.8348 1.8696 -2.1656
C -3.7159 2.6551 -1.9156
C -2.4601 2.0664 -1.8333
C -0.4038 -1.9857 -1.8206
C 0.6935 -2.6304 -2.4043
C 0.8258 -4.0091 -2.3420
C -0.1380 -4.7693 -1.6923
C -1.2317 -4.1474 -1.1054
C -1.3620 -2.7664 -1.1662
H 3.4451 1.2607 -3.7694
H 3.0531 -0.4030 -4.2247
H 3.0397 0.0810 -2.5216
H 0.6797 0.5009 -6.2360
H -0.9009 0.4072 -5.4511
H 0.2271 -0.9551 -5.3420
H 1.2641 3.2949 -4.5296
H 1.0027 3.2842 -2.7848
H -0.3752 3.0987 -3.9060
H -3.3344 -1.1509 -2.4422
H -5.5537 -0.1124 -2.5670
H -5.8126 2.3258 -2.2516
H -3.8183 3.7299 -1.8223
H -1.5899 2.6968 -1.6684
H 1.4617 -2.0538 -2.9089
H 1.6790 -4.4885 -2.8036
H -0.0410 -5.8466 -1.6531
H -1.9901 -4.7381 -0.6078
H -2.2174 -2.3035 -0.6939
C -4.2434 3.4971 1.5230
N -3.2193 2.4653 1.4235
C -3.4998 1.0430 1.2151
C -2.0999 0.5381 1.0945
O -1.6123 -0.5848 0.8247
N -1.2105 1.5143 1.2521
C -1.9114 2.6780 1.3846
N -1.3127 3.8486 1.4667
H -5.2030 3.0538 1.2724
H -4.0473 4.2936 0.8047
H -4.2936 3.9027 2.5333
H -4.0562 0.8766 0.2876
H -4.0355 0.5971 2.0558
H -0.3081 3.8860 1.3866
H -1.8259 4.7084 1.5706

Cartesian forces, eV/Å:
W 0.2872 0.1436 0.1649
O 0.0362 0.0479 0.0197
C -0.0358 -0.0335 -0.0179
O -0.1023 -0.0698 0.0034
C 0.0108 -0.0318 -0.0292
C -0.0037 0.0121 0.0028
C -0.0022 -0.0026 -0.0027
C 0.0032 -0.0070 -0.0022
C 0.0021 0.0008 -0.0013
C -0.0072 0.0020 -0.0030
C 0.0056 0.0069 0.0003
C -0.0040 -0.0067 0.0058
C 0.0014 0.0124 0.0017
N 0.0089 -0.0190 -0.0841
H 0.0005 -0.0023 0.0015
H 0.0008 -0.0004 -0.0004
H -0.0019 0.0009 0.0031
H 0.0000 -0.0012 -0.0003
H 0.0000 -0.0003 0.0000
H 0.0009 0.0005 0.0010
O -0.0062 -0.0027 0.0083
C 0.0136 0.0061 -0.0049
C -0.0091 -0.0003 0.0013
C 0.0038 0.0006 -0.0063
C 0.0017 -0.0057 0.0093
C -0.0007 0.0075 -0.0016
C 0.0005 -0.0165 0.0033
C -0.0338 0.0333 -0.0401
O 0.0199 0.0067 0.0133
O -0.0336 -0.1008 0.0027
H 0.0007 0.0009 0.0018
H -0.0009 -0.0009 0.0006
H 0.0009 0.0020 -0.0008
H 0.0004 -0.0014 0.0002
H -0.0021 -0.0004 -0.0005
C -0.0051 -0.0087 0.0057
Ge 0.0038 0.0184 0.0094
C -0.0048 -0.0013 -0.0030
C -0.0026 0.0094 0.0111
Ge -0.0231 -0.0045 0.0408
C 0.0208 -0.0037 -0.0183
C 0.0033 0.0007 0.0004
C 0.0081 0.0037 0.0129
C -0.0007 -0.0076 0.0180
C 0.0065 0.0028 -0.0045
C -0.0262 -0.0030 -0.0134
C -0.0237 -0.0293 -0.0034
C 0.0035 -0.0141 0.0007
C 0.0188 0.0074 -0.0013
C -0.0112 -0.0066 0.0113
C 0.0237 0.0020 -0.0191
C -0.0167 -0.0080 0.0170
H -0.0049 0.0043 -0.0149
H 0.0090 -0.0021 0.0074
H -0.0017 0.0086 0.0071
H 0.0005 -0.0008 -0.0003
H 0.0011 0.0022 -0.0015
H 0.0039 -0.0028 0.0013
H -0.0042 -0.0015 -0.0050
H -0.0022 -0.0177 -0.0024
H -0.0030 0.0070 0.0016
H 0.0116 -0.0141 0.0104
H 0.0008 0.0014 0.0016
H 0.0012 0.0001 -0.0020
H -0.0047 0.0020 -0.0040
H 0.0163 0.0032 -0.0120
H -0.0072 0.0076 -0.0066
H -0.0024 -0.0024 -0.0035
H 0.0005 -0.0004 0.0025
H -0.0011 -0.0019 0.0006
H -0.0071 0.0015 -0.0296
C 0.0008 -0.0032 -0.0033
N -0.0050 -0.0153 0.0043
C -0.0043 0.0253 0.0131
C 0.0162 -0.0499 -0.0249
O -0.0530 0.1235 0.0262
N -0.0955 -0.0014 -0.1053
C 0.0118 -0.0093 0.0435
N -0.0002 -0.0024 -0.0102
H -0.0014 0.0012 0.0032
H -0.0015 -0.0011 0.0005
H -0.0002 0.0011 0.0001
H -0.0014 -0.0010 -0.0127
H -0.0014 0.0004 -0.0016
H 0.0015 -0.0002 0.0021
H -0.0030 -0.0002 0.0007

Record 2
# C60H132N6O12

9 unconnected molecules or ions with the total composition C60H132N6O12 in a non-equilibrium geometry (the ωB97M-V functional and the def2-TZVPD basis, the OMol25 dataset).

Calculated values
Maximum force   3.1 eV/A
Relative energy (zero: lowest compared OMol25 entry of this formula, charge and spin)   289.3 kJ/mol
Kohn-Sham gap   8.34 eV
E_HOMO   -0.2923 hartree

Element x y z (Å)
C -3.6480 4.2956 2.2956
C -2.7559 4.9517 1.2284
C -1.3873 4.2420 1.1658
C -0.5862 4.2706 -0.1283
C -1.4421 3.8621 -1.2887
C -2.7641 4.6321 -1.3900
N -3.4538 4.7515 -0.0736
O -4.6729 5.4090 -0.1936
C -2.5230 6.0491 -1.9377
C -3.6629 3.8298 -2.2995
C -2.5470 6.4273 1.6017
H -4.6083 4.8033 2.3495
H -3.1648 4.3301 3.2746
H -3.7372 3.2445 2.0226
H -0.7312 4.7157 1.8919
H -1.4260 3.1792 1.4272
H 0.2686 3.5926 -0.0628
H -0.1714 5.2673 -0.3207
H -1.5324 2.7738 -1.2826
H -0.9493 4.1419 -2.2250
H -3.4341 6.4355 -2.4011
H -2.1862 6.7437 -1.1648
H -1.7595 6.1545 -2.7138
H -3.7258 2.7995 -1.9567
H -4.6579 4.2804 -2.3256
H -3.3512 3.9043 -3.3450
H -1.8064 6.9587 1.0035
H -2.3792 6.5590 2.6694
H -3.4970 6.9388 1.4016
H -4.4972 6.3663 -0.2683
C -1.1527 -1.7994 -2.0377
C -0.3660 -0.9427 -1.0501
C -1.3052 -0.7420 0.1496
C -0.6499 -0.2035 1.4010
C 0.5498 -1.0308 1.8295
C 1.5220 -1.2876 0.6475
N 0.8114 -1.7121 -0.5347
O 1.6036 -2.2546 -1.5796
C 2.3017 0.0750 0.4145
C 2.5527 -2.3544 1.0626
C 0.0712 0.3629 -1.6856
H -2.1187 -1.3108 -2.1901
H -1.3891 -2.8059 -1.6806
H -0.7339 -1.9936 -3.0275
H -2.0626 0.0018 -0.1226
H -1.8219 -1.6755 0.3796
H -1.4116 -0.1786 2.1874
H -0.3584 0.8529 1.3411
H 0.1281 -2.0191 2.0413
H 1.0176 -0.4962 2.6528
H 2.4930 0.3713 -0.6172
H 1.7610 0.9404 0.8060
H 3.2809 -0.0068 0.8890
H 1.9275 -3.2090 1.3376
H 3.2648 -2.5419 0.2612
H 3.1349 -2.0586 1.9320
H 0.1510 1.0756 -0.8654
H -0.6225 0.8025 -2.4121
H 0.9314 0.2522 -2.3477
H 1.5955 -3.1814 -1.3117
C -4.6786 -5.2868 0.9645
C -5.0531 -4.3963 -0.2707
C -6.3035 -5.0328 -0.8881
C -6.9847 -4.0397 -1.8517
C -7.2694 -2.6743 -1.2104
C -6.0430 -2.0420 -0.5716
N -5.2806 -3.0387 0.1917
O -4.2067 -2.4235 0.8568
C -5.2727 -1.3385 -1.7197
C -6.5574 -0.9566 0.3738
C -3.7664 -4.4323 -1.1209
H -5.5352 -5.8868 1.2822
H -4.2643 -4.7652 1.8282
H -3.9203 -6.0402 0.7337
H -6.1256 -5.9157 -1.5007
H -7.0718 -5.2545 -0.1442
H -7.8123 -4.4789 -2.4077
H -6.2099 -3.9051 -2.6197
H -8.1550 -2.6867 -0.5715
H -7.5791 -2.0666 -2.0648
H -4.3908 -0.7892 -1.3761
H -4.9322 -2.0144 -2.5065
H -5.8793 -0.5851 -2.2272
H -7.3664 -1.2809 1.0330
H -5.8574 -0.3455 0.9422
H -7.0819 -0.2316 -0.2611
H -2.8705 -4.1565 -0.5643
H -3.8775 -3.6249 -1.8549
H -3.5295 -5.3418 -1.6740
H -4.5348 -2.3437 1.7601
C 2.5462 6.5980 7.0448
C 2.4019 6.0188 5.5897
C 3.8352 5.5612 5.2216
C 3.8881 4.4831 4.1079
C 3.1563 3.2524 4.6097
C 1.6776 3.5807 4.8688
N 1.5886 4.8310 5.6305
O 0.2451 5.1272 5.9588
C 0.9262 3.7551 3.5321
C 1.0679 2.3762 5.6245
C 1.8941 7.1666 4.7034
H 1.5538 6.9615 7.3120
H 3.1986 7.4750 7.0116
H 3.0106 5.9187 7.7556
H 4.2954 6.3425 4.6042
H 4.4995 5.3528 6.0565
H 4.8950 4.2966 3.7398
H 3.2742 4.8913 3.3007
H 3.6071 2.9118 5.5460
H 3.1653 2.4174 3.9037
H 1.2831 4.6463 3.0162
H 1.1075 2.8909 2.8857
H -0.1485 3.8626 3.6518
H 1.3377 2.2268 6.6679
H 0.0065 2.6508 5.6658
H 1.1156 1.4721 5.0214
H 2.7329 7.8381 4.5195
H 1.0427 7.6978 5.1289
H 1.5155 6.8580 3.7245
H 0.1667 4.9451 6.9028
C -5.5161 0.5533 -6.8098
C -4.3395 0.0295 -5.9682
C -4.6464 -1.4334 -5.5915
C -3.5295 -2.1188 -4.9045
C -2.2813 -2.1042 -5.8009
C -1.8888 -0.7419 -6.4135
N -3.0896 0.0825 -6.7471
O -2.7376 1.3719 -7.1941
C -1.0803 0.0542 -5.3332
C -1.1862 -1.0345 -7.7215
C -4.2947 0.7865 -4.6550
H -5.7034 -0.1868 -7.5919
H -5.3146 1.5664 -7.1503
H -6.4536 0.5288 -6.2504
H -5.4713 -1.4026 -4.8680
H -5.0727 -2.0218 -6.4105
H -3.7418 -3.1616 -4.6499
H -3.3036 -1.6718 -3.9341
H -2.3365 -2.9405 -6.5035
H -1.4065 -2.4334 -5.2273
H -1.5686 -0.2135 -4.4014
H -0.0619 -0.3464 -5.3746
H -0.9933 1.1292 -5.4644
H -0.2957 -1.6721 -7.6767
H -1.8565 -1.6034 -8.3647
H -0.7821 -0.1109 -8.1438
H -4.1413 1.8594 -4.7920
H -3.5010 0.4537 -3.9818
H -5.1774 0.6232 -4.0319
H -3.0685 1.3580 -8.0999
C 6.0404 1.1028 1.4294
C 6.9043 -0.1427 1.6667
C 8.0686 -0.1237 0.6759
C 9.1412 -1.1195 1.0937
C 9.6977 -0.7610 2.4680
C 8.5908 -0.6832 3.5621
N 7.3493 -0.0317 3.0709
O 6.3145 -0.0797 4.0026
C 8.3950 -2.1131 4.0677
C 9.0903 0.2120 4.6826
C 5.9982 -1.3897 1.4827
H 6.4551 2.0566 1.7636
H 5.0644 1.1068 1.9291
H 5.7264 1.1819 0.3829
H 7.7435 -0.4863 -0.3001
H 8.4103 0.9092 0.5954
H 10.0073 -1.1425 0.4273
H 8.7419 -2.1371 1.0781
H 10.0745 0.2665 2.4099
H 10.5339 -1.4012 2.7413
H 9.2526 -2.6885 4.4212
H 7.7089 -2.0690 4.9192
H 7.9934 -2.7381 3.2678
H 9.5170 1.1490 4.3298
H 8.3407 0.3989 5.4600
H 9.8107 -0.2873 5.3439
H 5.0333 -1.0705 1.8620
H 6.5134 -2.2202 1.9570
H 5.8566 -1.6575 0.4329
H 6.3313 0.7857 4.4287
C 1.3973 -2.8311 -5.2137
C 2.7984 -2.3426 -5.6653
O 3.1721 -3.0313 -6.8427
O 1.1970 -4.2309 -5.3882
H 0.6521 -2.3424 -5.8419
H 1.2694 -2.5559 -4.1621
H 3.5360 -2.5295 -4.8825
H 2.6670 -1.3009 -5.9495
H 3.3431 -3.9599 -6.6753
H 1.2750 -4.6228 -4.5117
C 1.6447 -5.6866 -1.4234
C 0.2657 -5.1413 -1.2347
O -0.7384 -6.1139 -1.6088
O 2.1532 -5.5398 -2.7426
H 1.7518 -6.7284 -1.1036
H 2.3703 -5.2398 -0.7270
H 0.0824 -4.2845 -1.8828
H -0.0114 -4.9698 -0.1948
H -1.2362 -5.8179 -2.3735
H 2.4973 -6.3679 -3.0801
C -1.0405 -4.6488 4.0518
C 0.3363 -5.1988 4.3413
O 1.1528 -4.2089 4.9436
O -1.8475 -4.3517 5.1883
H -1.6043 -5.3657 3.4425
H -0.9689 -3.6803 3.5481
H 0.7842 -5.7166 3.4942
H 0.1880 -6.0107 5.0718
H 0.7996 -4.0796 5.8295
H -2.5436 -4.9986 5.3071

Cartesian forces, eV/Å:
C 0.7341 -0.0628 -0.1585
C 0.1350 -0.0340 -0.6810
C 0.7195 -0.2591 0.1715
C -0.1275 0.7964 -0.2197
C 0.1951 0.4138 -0.4912
C 0.0588 0.3830 0.7867
N 0.9239 -1.4402 0.0087
O -0.1590 0.5754 0.2615
C 0.1343 0.4714 -0.4573
C -0.8044 0.5948 -0.6142
C -0.9654 0.3063 -0.4905
H -0.0958 -0.1809 -0.0365
H 0.0144 0.1547 0.0330
H -0.4033 0.0278 0.0265
H -0.2949 -0.0532 0.3594
H -0.5447 0.0576 0.2550
H 0.0310 0.0629 0.2056
H -0.0350 0.0415 0.1237
H -0.5601 0.0552 -0.0025
H 0.2097 -0.4367 -0.0153
H -0.0626 0.0992 0.2186
H -0.2217 -0.0753 0.1403
H -0.0022 -0.5214 -0.0713
H -0.0508 -0.0493 -0.1508
H -0.0701 -0.2010 0.2846
H 0.4344 -0.3360 0.0897
H 0.2807 -0.2143 0.1529
H 0.3276 -0.0933 -0.0313
H 0.0555 0.1166 0.1547
H 0.0179 -0.2307 -0.0499
C -0.4321 -0.5400 -0.4381
C 0.6717 -1.2366 -0.0391
C 0.0146 0.7967 -0.1143
C 0.0727 0.4702 0.4107
C -0.9192 -0.6139 -1.4349
C 1.8264 2.4256 0.0279
N -2.2836 -0.9198 0.4220
O 0.1617 0.5008 0.4678
C 0.2347 -0.1340 0.0386
C -0.9720 0.1903 -0.0987
C -0.5957 0.6140 -0.5366
H 0.0227 0.0519 -0.0627
H 0.0559 0.2253 0.5174
H 0.4202 0.5386 0.0765
H -0.1716 -0.2489 -0.2986
H 0.0634 -0.0355 -0.0828
H 0.1069 -0.2213 0.1193
H 0.0098 -0.0282 -0.4723
H 0.3306 -0.0125 0.7952
H 0.4117 -0.6427 0.1884
H -0.0212 -0.6087 -0.1673
H 0.0717 -0.1048 0.3310
H -0.0897 0.3071 0.1715
H 0.5209 -0.4631 -0.1350
H -0.1325 -0.2770 -0.0593
H -0.2544 0.1438 0.1244
H 0.6973 0.3371 -0.3758
H -0.6415 -0.2903 0.3999
H 0.5147 -0.0643 0.6813
H 0.2820 0.0875 -0.4366
C -0.3012 -0.6373 0.2433
C 2.2817 -1.5835 1.4857
C -1.3624 1.4784 -0.8881
C 1.4966 0.0029 -0.0881
C -0.7124 -0.9405 -1.2134
C 0.2901 0.5475 -0.1352
N -2.2021 0.3386 0.1885
O 0.3012 -0.3894 -0.1942
C 0.6699 0.2068 -0.0431
C -0.9922 0.9195 -0.3178
C -0.2880 1.0762 -1.4370
H -0.0974 0.3062 0.2579
H -0.2036 0.3581 -0.1690
H 0.0289 0.1463 -0.4096
H 0.5483 -0.2461 0.4976
H 0.4306 -0.2489 0.3971
H -0.3126 0.0700 0.3944
H -0.1954 0.3770 -0.2144
H 0.2570 -0.2957 0.3928
H 0.0378 0.4072 0.2263
H 0.0357 -0.2090 0.2464
H -0.1156 -0.1492 0.1579
H -0.2773 -0.1097 0.2333
H 0.3541 -0.4742 0.2032
H 0.4178 -0.4155 -0.0919
H 0.1222 0.0576 -0.0567
H -0.2376 -0.1092 0.4067
H 0.2418 -0.2329 -0.2361
H -0.3809 -0.2603 0.2511
H 0.1441 0.0222 0.0067
C -0.3460 0.5058 -1.1441
C 1.3921 -0.2870 1.0481
C 0.5601 0.4039 -2.5941
C -1.2135 -0.1936 0.8899
C -0.0236 0.0803 -0.1038
C 0.4429 0.0611 -0.3759
N -0.3575 -1.0314 1.4744
O -0.1732 0.2147 -0.2351
C 0.3441 -0.3735 -0.0116
C -1.6154 1.3387 -0.2928
C -0.1339 -0.2489 -0.6069
H 0.0749 -0.1624 0.5909
H -0.0453 0.0592 -0.1262
H -0.4113 -0.3189 -0.0328
H 0.0992 0.7042 0.9652
H -0.2745 -0.2043 0.1974
H 0.0554 0.0055 0.1204
H 0.4171 -0.0048 -0.3301
H 0.0164 -0.0661 0.0162
H 0.1446 0.0010 -0.0031
H -0.0025 -0.0351 -0.0663
H -0.0794 0.0018 -0.0763
H 0.0235 -0.0398 0.3365
H 0.6895 0.0096 -0.1545
H -0.1072 -0.4260 0.1139
H 0.3327 -0.0826 0.1091
H -0.2047 0.2712 0.1230
H 0.2088 0.0488 0.3502
H 0.2713 -0.3469 -0.0015
H 0.0609 -0.0386 -0.0507
C 0.1815 -0.7523 0.1853
C -0.1494 -0.2776 0.3777
C -1.3850 0.1541 0.2501
C 1.6830 -0.5734 -0.0041
C 0.3207 -0.4600 0.7354
C -0.7868 1.0076 0.6271
N -0.8975 -1.8293 -0.6175
O -0.1592 0.0035 0.2614
C 0.4637 -1.3021 -0.9005
C 1.0784 0.1748 -0.2396
C 0.4780 0.7072 1.0085
H 0.2813 0.4850 -0.5212
H -0.1681 -0.0802 -0.2822
H 0.1873 0.2889 0.3717
H -0.1480 0.2291 -0.1593
H 0.4992 0.1117 -0.3213
H -0.2549 -0.0091 -0.1734
H -0.0422 0.2704 -0.1396
H -0.4039 0.4974 -0.6072
H -0.0549 0.2221 0.2122
H 0.3803 0.3425 0.3358
H -0.0043 0.0474 0.4948
H -0.4232 0.0072 -0.2267
H -0.0793 -0.0562 0.6919
H -0.1752 0.5365 -0.2747
H -0.5043 -0.0138 -0.4108
H -0.1078 -0.0292 -0.0824
H 0.2402 -0.0101 -0.2893
H -0.3241 0.2060 -0.4318
H 0.1915 0.1839 0.0234
C -1.1242 0.4768 -0.4141
C -1.4868 0.2415 0.3910
C 0.2625 -0.7196 0.3898
C 0.8332 0.1512 0.5014
C -1.1206 1.3012 -0.1825
C 0.8209 -0.6560 0.1509
N 2.2689 0.3627 -1.1499
O -0.3911 -0.3737 0.0824
C -1.0237 -0.3773 0.4067
C 0.2897 -0.3808 1.4862
C 0.7266 0.7401 -0.5178
H 0.6429 -0.2023 -0.2651
H 0.1943 -0.5716 0.3425
H 0.4238 0.0409 -0.1308
H -0.4909 0.5092 -0.0436
H 0.4188 -0.1185 -0.0750
H -0.2463 0.1435 -0.3455
H -0.1321 0.0150 0.0691
H 0.2966 -0.0916 -0.2891
H -0.1939 -0.1093 0.3643
H 0.4925 0.6908 -0.0542
H -0.2526 -0.3299 -0.2584
H -0.3214 0.0373 0.1580
H -0.1284 0.0305 -0.0484
H -0.4433 0.2880 -0.5279
H 0.4899 -0.1105 -0.6289
H -0.0343 -0.8506 0.5106
H -0.6924 -0.2255 0.2985
H 0.0557 0.1879 -0.0834
H -0.0464 -0.0189 -0.1076
C 0.3593 0.1997 -0.1321
C -1.0388 -1.4641 -0.1907
O 0.3700 0.5683 -0.6854
O 0.2472 0.0939 0.3370
H 0.0390 0.0440 0.1383
H -0.2354 0.1586 -0.0594
H 0.0515 0.4339 0.1167
H 0.4980 0.1677 0.2596
H -0.2760 -0.0466 0.3460
H 0.1477 -0.2648 0.0441
C 1.5298 -0.6837 0.8538
C -1.6261 -1.0410 -0.6552
O 0.2361 -0.4161 -0.1649
O -0.4444 0.4773 -0.3953
H -0.7365 -0.1256 -0.1845
H -0.2443 0.6633 -0.1048
H 0.3801 0.3759 0.4220
H 0.7229 0.6254 0.1098
H 0.1226 0.1004 -0.0697
H -0.0652 -0.1273 0.1069
C -0.9132 0.0422 -0.8348
C -0.8768 -0.4884 1.6514
O 0.3616 -0.1884 -0.4445
O 0.4868 0.1635 0.7166
H 0.2547 0.1484 -0.3240
H 0.2292 -0.2576 -0.3665
H 0.2979 0.7442 -0.2893
H 0.0112 -0.0510 -0.0576
H 0.0264 0.1171 -0.0305
H 0.1046 -0.2063 -0.0823